C37H39BrClCoN5O2S | ωB97M-V/def2-TZVPD

Results
E = -6672.5742 a.u.
gap between HOMO and LUMO (alpha / beta) = 6.542 / 6.831 eV
⟨S²⟩ = 6.040
HOMO energy (alpha / beta) = -0.37787 / -0.40315 Ha
total charge = +1
2S+1 = 5

```
87
Properties=species:S:1:pos:R:3:forces:R:3:mulliken_charge:R:1
Br -6.8789 2.0800 1.4555 0.0 0.1 0.1 -0.15
Co 0.9546 -0.5739 -0.2353 -0.7 0.0 -0.1 -0.09
Cl 1.4659 -2.6498 -0.9119 0.4 -0.4 -0.2 -0.50
S -1.1162 2.2566 0.9716 0.1 -0.1 -0.2 0.49
O 0.3221 0.0520 -2.0635 0.3 0.5 -0.4 0.15
O -0.3838 0.9679 0.7203 0.0 0.1 0.1 -0.42
N -5.5893 -0.9204 -3.6119 -0.4 -0.3 0.2 -0.78
N -1.3077 -1.4931 -0.6224 0.1 0.3 0.2 0.04
N 2.5561 0.8349 -0.2939 0.0 -0.3 -0.2 1.73
N -4.4678 -0.7772 -4.2004 0.3 0.6 0.0 -0.12
N 1.8140 -0.8132 1.6472 0.0 -0.5 0.4 2.13
C 4.0505 0.7918 -2.1912 0.1 -0.2 0.0 1.07
C 3.8117 -2.9159 1.6332 -0.1 0.1 0.0 -1.63
C 2.7235 0.0218 1.9332 0.3 0.6 -0.1 1.30
C -3.3383 -2.7225 -0.4216 0.1 0.0 0.1 -1.33
C 1.2722 -4.1428 4.1659 0.0 0.0 0.0 -1.00
C 3.1391 0.9770 0.8211 0.1 0.1 0.5 0.58
C 4.4741 1.3339 -3.3993 0.0 0.0 0.0 -1.22
C 2.5744 -2.9723 2.4938 0.1 -0.1 -0.1 1.13
C -2.2030 -0.2965 -4.5180 -0.1 -0.1 0.0 -0.60
C -1.0001 -0.0149 -4.0032 0.1 0.0 0.2 -1.04
C 1.3897 3.3294 -1.1855 0.0 -0.1 -0.1 -0.73
C -7.3093 0.1332 -0.5673 0.0 -0.1 0.0 -0.47
C 2.9358 3.1566 -3.1655 0.0 0.0 0.0 -1.28
C 4.2592 1.9392 1.0740 0.0 -0.1 0.0 -1.86
C -0.7166 -0.3000 -2.6023 -0.4 -0.3 -0.1 0.15
C -0.4762 -0.8654 3.3929 0.1 -0.1 0.0 -0.67
C -6.5346 1.2181 -0.1828 0.1 0.0 -0.1 0.01
C -5.5036 1.6868 -0.9907 0.0 0.0 0.0 -0.50
C 4.6219 -0.5044 -1.6742 -0.1 0.1 0.0 -0.96
C 3.0528 1.4652 -1.4884 -0.1 -0.1 0.1 -1.30
C -7.0099 -0.5308 -1.7429 -0.1 -0.1 0.1 -0.13
C 2.4840 2.6407 -1.9557 -0.1 0.2 0.0 1.28
C 1.6196 -1.9549 2.5107 0.0 0.2 0.1 -0.95
C -2.1031 -2.2901 0.0672 0.0 0.0 0.1 -0.29
C -5.9163 -0.1316 -2.5135 0.3 -0.1 -0.3 0.02
C -2.9480 -1.4059 -2.3735 -0.1 0.1 -0.1 0.19
C -5.1964 1.0167 -2.1574 0.1 0.1 0.0 -0.30
C -3.2728 -0.8504 -3.7007 -0.2 -0.2 0.0 -0.08
C -3.7710 -2.2705 -1.6465 -0.1 0.0 -0.1 -0.39
C -2.5598 1.8097 1.9132 -0.2 0.0 0.1 -0.95
C -0.2316 3.0757 2.2906 0.1 0.0 0.1 -0.86
C 0.5028 -2.0095 3.3413 -0.2 0.1 0.1 0.95
C 2.3727 -4.0664 3.3297 0.0 0.0 0.0 -0.88
C 3.4655 0.0998 3.2310 0.0 0.0 0.0 -2.19
C -1.7140 -1.0902 -1.8248 0.2 0.2 -0.2 0.78
C 0.3429 -3.1143 4.1688 0.0 0.0 0.0 -1.09
C 3.9237 2.5088 -3.8891 0.0 0.0 0.1 -0.95
H 0.4475 2.7878 -1.3025 0.0 0.0 0.0 0.12
H -4.9516 2.5719 -0.7075 0.0 0.0 0.0 0.59
H 2.5033 4.0777 -3.5377 0.0 0.0 0.0 0.48
H 5.3711 -0.8906 -2.3625 0.0 0.0 0.0 0.54
H 5.1003 -0.3785 -0.6985 0.0 0.0 0.0 0.17
H 5.1819 1.4012 1.3051 0.0 0.0 0.0 0.41
H -4.7127 -2.6101 -2.0555 0.0 0.1 0.0 0.70
H 4.1238 -3.9237 1.3648 0.0 0.0 0.0 0.50
H 3.4624 1.1278 3.5977 0.0 0.0 0.0 0.50
H -0.0161 0.0155 3.8534 0.0 0.0 0.0 0.33
H -0.2203 0.4515 -4.5898 0.0 0.0 0.1 0.55
H 5.2457 0.8201 -3.9601 0.0 0.0 0.0 0.44
H 3.6407 -2.3654 0.7088 0.0 -0.1 0.0 0.05
H -2.4426 -0.0520 -5.5454 -0.1 0.0 0.0 0.47
H 3.0185 -0.5486 3.9784 0.0 0.0 0.0 0.43
H -3.1627 1.1570 1.2846 -0.1 0.0 0.0 0.29
H -0.7920 -0.5717 2.3936 0.0 0.0 0.0 -0.35
H 0.8093 3.1236 1.9752 0.0 0.1 0.0 0.11
H -0.6265 4.0844 2.4172 0.0 0.0 0.0 0.49
H -1.3492 -1.1366 3.9871 0.0 0.0 0.0 0.47
H -4.4120 1.3863 -2.8056 0.0 0.0 0.1 0.45
H -8.1355 -0.1893 0.0512 0.0 0.0 0.0 0.44
H 4.2639 2.9166 -4.8318 0.0 0.0 0.0 0.46
H -0.3259 2.5015 3.2120 0.1 0.0 0.0 0.31
H -7.5923 -1.3841 -2.0658 0.0 0.0 0.0 0.50
H -3.1160 2.7199 2.1446 0.0 -0.1 0.0 0.51
H 4.6422 -2.4534 2.1747 0.0 0.0 0.0 0.33
H 1.2446 4.3455 -1.5486 0.0 0.0 0.0 0.50
H 4.0366 2.5733 1.9346 0.0 0.0 0.0 0.42
H 1.1402 -4.9983 4.8156 0.0 0.0 0.0 0.42
H -3.9336 -3.4184 0.1533 0.0 0.0 0.0 0.48
H 4.4311 2.5635 0.2016 0.0 0.0 0.0 0.48
H 1.6173 3.3792 -0.1182 0.0 0.0 0.0 0.02
H -1.7418 -2.6201 1.0345 0.0 0.0 0.0 0.49
H 3.1005 -4.8692 3.3189 0.0 0.0 0.0 0.48
H -0.5162 -3.1573 4.8284 0.0 0.0 0.0 0.44
H 4.5102 -0.1906 3.1035 0.0 0.0 0.0 0.37
H -2.2618 1.2928 2.8246 0.0 0.0 0.0 0.25
H 3.8371 -1.2580 -1.5617 0.0 0.0 0.0 0.05
```
Positions in Å, forces in eV/Å.